C3H5ClFNO2 | ωB97M-V/def2-TZVPD

Last column: Mulliken charge in e.
Positions of all 13 atoms, in Å:
1 C -1.66 0.70 0.33  -1.207
2 C -0.64 -0.23 1.04  -0.286
3 O 0.66 -0.02 0.50  -0.309
4 C 0.90 -0.42 -0.70  0.647
5 O 0.21 -0.98 -1.47  -0.463
6 N 2.30 0.14 -1.06  0.061
7 F 3.03 -0.03 0.13  -0.176
8 Cl 2.86 -0.86 -2.35  -0.042
9 H -1.36 1.80 0.62  0.255
10 H -1.93 0.49 -0.70  0.356
11 H -2.59 0.63 0.74  0.475
12 H -1.05 -1.19 0.85  0.293
13 H -0.72 -0.05 2.07  0.396

Summary:
- Strongest force on any atom: 3.78 eV Å⁻¹
- Highest occupied orbital energy: -10.33 eV
- Relative energy (zero: lowest compared OMol25 entry of this formula, charge and spin): 407.6 kJ/mol
- LUMO level: 0.6 eV
- HOMO-LUMO gap: 10.90 eV


C13H25Br12ClNO6P2 | ωB97M-V/def2-TZVPD

Last column: Mulliken charge in e.
Positions of all 60 atoms, in Å:
1 C 1.85 2.51 2.97  -1.440
2 C 1.48 2.39 1.49  0.465
3 N 1.84 1.04 0.91  0.618
4 C 2.73 1.27 -0.25  -1.225
5 C 3.09 -0.14 -0.78  -0.463
6 P 4.47 -0.08 -2.00  0.989
7 O 4.61 1.25 -2.52  -0.656
8 O 4.25 -1.20 -3.12  -0.449
9 O 5.81 -0.49 -1.18  -0.522
10 O 1.92 -0.66 -1.37  -0.379
11 C 0.89 -0.93 -0.43  1.379
12 C -0.41 -1.03 -1.26  -1.809
13 C -1.67 -1.23 -0.40  0.774
14 C -2.59 -0.01 -0.32  -1.141
15 O -2.40 -2.27 -1.05  -0.556
16 P 1.25 -2.60 0.45  0.450
17 O 0.00 -3.66 0.06  -0.391
18 Cl 2.94 -3.48 -0.44  -0.252
19 C 0.65 0.18 0.63  -1.574
20 H 1.72 3.56 3.24  0.399
21 H 1.18 1.96 3.63  0.335
22 H 2.90 2.27 3.12  0.456
23 H 0.43 2.64 1.38  -0.527
24 H 2.03 3.16 0.95  0.448
25 H 2.41 0.57 1.61  0.472
26 H 2.30 1.90 -1.03  0.510
27 H 3.65 1.74 0.10  0.496
28 H 3.38 -0.76 0.08  0.418
29 H 5.06 -1.71 -3.19  0.351
30 H 5.53 -0.87 -0.35  0.363
31 H -0.31 -1.74 -2.08  0.565
32 H -0.50 -0.05 -1.74  0.588
33 H -1.38 -1.64 0.57  0.340
34 H -3.06 -0.01 0.67  0.274
35 H -3.41 -0.10 -1.02  0.256
36 H -2.09 0.95 -0.43  0.299
37 H -3.06 -2.62 -0.46  0.190
38 H 0.06 -3.80 -0.90  0.318
39 H -0.18 0.83 0.35  0.184
40 H 0.41 -0.32 1.56  0.461
41 C -0.86 -4.69 3.68  -0.436
42 Br 0.43 -3.97 2.40  0.106
43 Br -1.64 -3.28 4.75  -0.044
44 Br -2.21 -5.76 2.81  -0.038
45 H -0.33 -5.34 4.35  0.382
46 C 0.09 2.91 -4.91  -0.145
47 Br 1.15 4.04 -6.05  0.007
48 Br -0.65 3.90 -3.42  0.017
49 Br -1.29 1.99 -5.90  0.017
50 H 0.74 2.16 -4.50  0.105
51 C -2.58 4.08 2.09  -0.337
52 Br -1.70 2.66 3.08  -0.026
53 Br -2.55 5.73 3.08  -0.003
54 Br -1.93 4.36 0.28  -0.033
55 H -3.62 3.79 1.99  0.409
56 C -6.28 -1.92 -0.25  -0.314
57 Br -5.45 -3.12 1.01  -0.017
58 Br -6.39 -0.12 0.43  -0.014
59 Br -5.40 -1.98 -1.97  -0.013
60 H -7.30 -2.26 -0.40  0.363

Summary:
- Total charge: +1
- Strongest force on any atom: 4.51 eV Å⁻¹
- Highest occupied orbital energy: -11.34 eV
- Relative energy (zero: lowest compared OMol25 entry of this formula, charge and spin): 0.0 kJ/mol
- LUMO level: -3.0 eV
- HOMO-LUMO gap: 8.32 eV


C2H7N3O2 | ωB97M-V/def2-TZVPD

Last column: Mulliken charge in e.
Positions of all 14 atoms, in Å:
1 C -2.35 0.29 -0.56  -0.561
2 N -0.16 0.70 1.01  -0.519
3 C 0.98 0.04 0.62  0.766
4 N 1.10 -1.27 0.98  -0.487
5 O -0.99 0.57 -0.50  -0.304
6 O 2.72 -0.16 -0.79  -0.401
7 N 1.70 0.65 -0.28  -0.383
8 H 3.20 0.44 -1.39  0.360
9 H 0.00 1.69 0.91  0.331
10 H 0.29 -1.71 1.38  0.245
11 H 1.69 -1.85 0.40  0.236
12 H -2.61 -0.65 -0.05  0.254
13 H -2.96 1.10 -0.14  0.232
14 H -2.60 0.17 -1.62  0.229

Summary:
- Strongest force on any atom: 3.27 eV Å⁻¹
- Highest occupied orbital energy (alpha / beta): -8.65 / -8.65 eV
- Relative energy (zero: lowest compared OMol25 entry of this formula, charge and spin): 537.5 kJ/mol
- LUMO level (alpha / beta): 0.2 / 0.2 eV
- HOMO-LUMO gap (alpha / beta): 8.90 / 8.90 eV


C5H14N3 | ωB97M-V/def2-TZVPD

Last column: Mulliken charge in e.
Positions of all 22 atoms, in Å:
1 C -0.22 2.26 1.22  -1.118
2 C 0.87 1.21 1.30  1.039
3 C 2.04 1.35 0.61  -1.512
4 N 0.57 0.15 2.19  -0.501
5 H -0.44 2.58 2.26  0.357
6 H -1.16 1.90 0.77  0.263
7 H 0.14 3.14 0.67  0.336
8 H 2.90 0.69 0.78  0.339
9 H 2.31 2.30 0.16  0.319
10 H -0.41 -0.20 1.94  0.261
11 H 1.25 -0.61 2.37  0.253
12 C -0.19 -1.34 -1.36  -0.379
13 C -1.51 -1.09 -1.22  -0.021
14 N -2.26 -2.08 -0.61  -0.515
15 N 0.76 -0.40 -1.87  -0.165
16 H 0.16 -2.34 -1.05  0.257
17 H -1.93 -0.16 -1.55  0.318
18 H -3.24 -1.97 -0.80  0.265
19 H -1.98 -3.04 -0.78  0.236
20 H 1.54 -0.80 -2.39  0.400
21 H 1.14 0.20 -1.11  0.167
22 H 0.29 0.26 -2.51  0.401

Summary:
- Total charge: +1
- Strongest force on any atom: 2.15 eV Å⁻¹
- Highest occupied orbital energy: -12.06 eV
- Relative energy (zero: lowest compared OMol25 entry of this formula, charge and spin): 226.9 kJ/mol
- LUMO level: -3.2 eV
- HOMO-LUMO gap: 8.85 eV


C22H27Cl2IrN6STe | ωB97M-V/def2-TZVPD

Last column: Mulliken charge in e.
Positions of all 60 atoms, in Å:
1 Ir 0.33 0.04 0.14  1.336
2 Cl 0.82 -1.97 1.87  -0.149
3 C 0.38 -1.51 3.48  0.543
4 C 0.50 -2.41 4.51  -0.734
5 C 0.13 -2.03 5.80  -0.376
6 C -0.34 -0.76 6.06  -0.633
7 C -0.43 0.16 5.03  0.228
8 Cl -0.99 1.75 5.33  -0.162
9 C -0.09 -0.20 3.70  0.287
10 S -0.29 0.96 2.45  -0.266
11 H 0.87 -3.41 4.32  0.455
12 H 0.19 -2.76 6.60  0.409
13 H -0.63 -0.46 7.05  0.455
14 C -3.51 -2.52 -3.35  -1.081
15 N -2.15 -2.39 -2.85  0.091
16 C -1.14 -3.28 -3.40  -1.073
17 C -1.83 -1.55 -1.85  0.584
18 N -0.64 -1.46 -1.33  -0.635
19 N -2.87 -0.76 -1.38  -0.098
20 C -2.80 0.41 -0.68  0.468
21 N -4.00 0.91 -0.31  -0.390
22 N -1.68 1.00 -0.42  -0.568
23 H -3.51 -3.08 -4.27  0.290
24 H -3.94 -1.54 -3.59  0.417
25 H -4.15 -3.05 -2.64  0.364
26 H -1.56 -3.86 -4.21  0.278
27 H -0.77 -3.99 -2.65  0.386
28 H -0.30 -2.72 -3.80  0.416
29 H 0.01 -2.13 -1.70  -0.027
30 H -3.80 -1.06 -1.63  0.228
31 H -4.87 0.52 -0.61  0.173
32 H -4.05 1.75 0.25  0.204
33 H -1.80 1.89 0.05  0.131
34 N 1.15 2.36 0.11  -0.648
35 H 2.16 2.47 0.17  0.178
36 H 0.75 2.83 0.92  0.337
37 H 0.85 2.87 -0.72  0.252
38 Te 3.07 -0.67 -0.49  0.403
39 C 3.33 -2.09 -2.08  0.275
40 C 4.26 -3.10 -1.92  -0.445
41 C 4.58 -3.93 -2.99  -0.573
42 C 3.95 -3.74 -4.21  -0.512
43 C 3.02 -2.72 -4.37  -0.741
44 C 2.70 -1.90 -3.31  -0.152
45 C 3.14 0.89 -1.94  0.319
46 C 4.35 1.43 -2.33  -0.658
47 C 4.37 2.37 -3.35  -0.591
48 C 3.19 2.77 -3.96  -0.636
49 C 1.98 2.23 -3.56  -0.854
50 C 1.95 1.28 -2.55  -0.253
51 H 4.77 -3.23 -0.97  0.412
52 H 5.32 -4.70 -2.87  0.403
53 H 4.20 -4.38 -5.04  0.416
54 H 2.55 -2.56 -5.33  0.442
55 H 2.01 -1.08 -3.44  0.595
56 H 5.27 1.12 -1.86  0.471
57 H 5.31 2.80 -3.66  0.422
58 H 3.22 3.50 -4.75  0.417
59 H 1.06 2.54 -4.03  0.448
60 H 1.00 0.85 -2.22  0.724

Summary:
- Multiplicity: 5
- Total charge: +2
- Strongest force on any atom: 1.02 eV Å⁻¹
- Highest occupied orbital energy (alpha / beta): -12.78 / -13.64 eV
- <S²>: 6.030
- LUMO level (alpha / beta): -4.8 / -8.1 eV
- HOMO-LUMO gap (alpha / beta): 7.96 / 5.56 eV


C3H12N2Si | ωB97M-V/def2-TZVPD

Last column: Mulliken charge in e.
Positions of all 18 atoms, in Å:
1 C 1.99 1.10 -0.08  -0.672
2 C 1.97 -1.21 0.40  -0.729
3 C -1.73 -0.98 -0.98  -0.753
4 N 1.57 0.15 0.64  -0.020
5 N -1.51 -0.27 0.35  -0.233
6 Si -1.72 1.45 0.59  0.473
7 H 2.64 0.89 -0.95  0.203
8 H -0.77 -0.90 0.78  0.238
9 H 1.73 2.18 0.00  0.373
10 H 2.76 -1.30 -0.37  0.341
11 H 2.51 -1.47 1.39  0.290
12 H 1.05 -1.69 0.30  0.175
13 H -2.42 -0.34 -1.57  0.312
14 H -0.77 -1.19 -1.66  0.214
15 H -2.16 -2.01 -0.88  0.275
16 H -2.61 1.94 -0.35  -0.160
17 H -2.11 1.57 1.94  -0.124
18 H -0.40 2.08 0.44  -0.203

Summary:
- Multiplicity: 3
- Strongest force on any atom: 6.60 eV Å⁻¹
- Highest occupied orbital energy (alpha / beta): -5.30 / -8.81 eV
- <S²>: 2.006
- Relative energy (zero: lowest compared OMol25 entry of this formula, charge and spin): 126.4 kJ/mol
- LUMO level (alpha / beta): 1.0 / -2.2 eV
- HOMO-LUMO gap (alpha / beta): 6.28 / 6.56 eV


Repeat the second record exactly.
C13H25Br12ClNO6P2 | ωB97M-V/def2-TZVPD

Last column: Mulliken charge in e.
Positions of all 60 atoms, in Å:
1 C 1.85 2.51 2.97  -1.440
2 C 1.48 2.39 1.49  0.465
3 N 1.84 1.04 0.91  0.618
4 C 2.73 1.27 -0.25  -1.225
5 C 3.09 -0.14 -0.78  -0.463
6 P 4.47 -0.08 -2.00  0.989
7 O 4.61 1.25 -2.52  -0.656
8 O 4.25 -1.20 -3.12  -0.449
9 O 5.81 -0.49 -1.18  -0.522
10 O 1.92 -0.66 -1.37  -0.379
11 C 0.89 -0.93 -0.43  1.379
12 C -0.41 -1.03 -1.26  -1.809
13 C -1.67 -1.23 -0.40  0.774
14 C -2.59 -0.01 -0.32  -1.141
15 O -2.40 -2.27 -1.05  -0.556
16 P 1.25 -2.60 0.45  0.450
17 O 0.00 -3.66 0.06  -0.391
18 Cl 2.94 -3.48 -0.44  -0.252
19 C 0.65 0.18 0.63  -1.574
20 H 1.72 3.56 3.24  0.399
21 H 1.18 1.96 3.63  0.335
22 H 2.90 2.27 3.12  0.456
23 H 0.43 2.64 1.38  -0.527
24 H 2.03 3.16 0.95  0.448
25 H 2.41 0.57 1.61  0.472
26 H 2.30 1.90 -1.03  0.510
27 H 3.65 1.74 0.10  0.496
28 H 3.38 -0.76 0.08  0.418
29 H 5.06 -1.71 -3.19  0.351
30 H 5.53 -0.87 -0.35  0.363
31 H -0.31 -1.74 -2.08  0.565
32 H -0.50 -0.05 -1.74  0.588
33 H -1.38 -1.64 0.57  0.340
34 H -3.06 -0.01 0.67  0.274
35 H -3.41 -0.10 -1.02  0.256
36 H -2.09 0.95 -0.43  0.299
37 H -3.06 -2.62 -0.46  0.190
38 H 0.06 -3.80 -0.90  0.318
39 H -0.18 0.83 0.35  0.184
40 H 0.41 -0.32 1.56  0.461
41 C -0.86 -4.69 3.68  -0.436
42 Br 0.43 -3.97 2.40  0.106
43 Br -1.64 -3.28 4.75  -0.044
44 Br -2.21 -5.76 2.81  -0.038
45 H -0.33 -5.34 4.35  0.382
46 C 0.09 2.91 -4.91  -0.145
47 Br 1.15 4.04 -6.05  0.007
48 Br -0.65 3.90 -3.42  0.017
49 Br -1.29 1.99 -5.90  0.017
50 H 0.74 2.16 -4.50  0.105
51 C -2.58 4.08 2.09  -0.337
52 Br -1.70 2.66 3.08  -0.026
53 Br -2.55 5.73 3.08  -0.003
54 Br -1.93 4.36 0.28  -0.033
55 H -3.62 3.79 1.99  0.409
56 C -6.28 -1.92 -0.25  -0.314
57 Br -5.45 -3.12 1.01  -0.017
58 Br -6.39 -0.12 0.43  -0.014
59 Br -5.40 -1.98 -1.97  -0.013
60 H -7.30 -2.26 -0.40  0.363

Summary:
- Total charge: +1
- Strongest force on any atom: 4.51 eV Å⁻¹
- Highest occupied orbital energy: -11.34 eV
- Relative energy (zero: lowest compared OMol25 entry of this formula, charge and spin): 0.0 kJ/mol
- LUMO level: -3.0 eV
- HOMO-LUMO gap: 8.32 eV